Record 1
Computed, not measured: 6 unconnected molecules or ions with the total composition C26H35F16N2O10 in a non-equilibrium geometry, with ωB97M-V with the def2-TZVPD basis set.

```
89
C26H35F16N2O10 | OMol25 | ωB97M-V with the def2-TZVPD basis set
F -4.578 0.172 4.121
C -3.372 -0.012 3.281
C -3.219 -1.623 2.999
C -1.831 -2.093 3.798
C -0.586 -1.451 2.887
C 0.341 -0.170 3.330
N 1.214 -0.077 2.077
C 0.858 -1.151 1.031
N -0.278 -2.037 1.521
H -2.409 0.487 3.742
H -3.534 0.527 2.230
H -4.154 -2.267 3.280
H -2.978 -1.760 1.842
H -1.729 -3.255 3.900
H -1.794 -1.652 4.906
H 0.319 0.496 4.296
H 1.967 0.634 1.946
H 1.312 -1.329 -0.033
H -0.760 -2.842 1.062
C -0.044 -5.834 8.568
C 0.008 -4.329 8.752
O 1.090 -3.762 8.000
C 0.860 -3.571 6.662
O -0.195 -3.859 6.101
C 2.070 -2.921 5.994
F 3.249 -3.506 6.355
F 2.188 -1.601 6.319
F 2.023 -2.974 4.633
H 0.921 -6.286 8.817
H -0.817 -6.277 9.200
H -0.256 -6.097 7.527
H 0.197 -4.097 9.807
H -0.944 -3.855 8.486
C 2.371 1.137 -5.028
C 1.328 0.040 -5.133
O 1.881 -1.227 -4.748
C 1.966 -1.463 -3.400
O 1.605 -0.663 -2.541
C 2.526 -2.859 -3.132
F 3.623 -3.142 -3.893
F 1.616 -3.838 -3.402
F 2.908 -3.042 -1.837
H 3.263 0.876 -5.606
H 1.975 2.087 -5.393
H 2.695 1.274 -3.992
H 1.006 -0.057 -6.176
H 0.434 0.272 -4.542
C -3.192 -0.057 -0.748
C -3.140 1.448 -0.564
O -2.058 2.015 -1.316
C -2.288 2.206 -2.654
O -3.343 1.918 -3.215
C -1.078 2.857 -3.322
F 0.101 2.271 -2.962
F -0.960 4.176 -2.998
F -1.125 2.803 -4.683
H -2.227 -0.509 -0.499
H -3.965 -0.500 -0.117
H -3.404 -0.320 -1.789
H -2.951 1.680 0.491
H -4.092 1.923 -0.830
C 6.612 -2.411 -2.709
C 6.663 -0.906 -2.525
O 7.746 -0.339 -3.277
C 7.515 -0.148 -4.615
O 6.461 -0.436 -5.176
C 8.726 0.502 -5.283
F 9.905 -0.083 -4.922
F 8.844 1.822 -4.958
F 8.679 0.449 -6.644
H 7.577 -2.863 -2.460
H 5.838 -2.854 -2.077
H 6.400 -2.674 -3.750
H 6.853 -0.675 -1.470
H 5.712 -0.432 -2.791
C -5.328 6.272 -3.328
C -6.654 5.814 -2.751
O -6.447 4.983 -1.599
C -6.183 5.637 -0.423
O -6.113 6.859 -0.320
C -6.031 4.640 0.725
F -5.237 3.578 0.400
F -7.229 4.113 1.109
F -5.483 5.193 1.843
H -4.684 5.413 -3.542
H -5.479 6.840 -4.249
H -4.785 6.904 -2.618
H -7.183 5.205 -3.492
H -7.306 6.662 -2.509
```

Summary:
Lowest unoccupied orbital energy   -4.1 eV
Net charge   +1
Energy   -3471.094268 a.u.
Multiplicity   1
Strongest force on any atom   8.62 eV/A

***

Record 2
Computed, not measured: C26H21F3O4 in the gas phase in a non-equilibrium geometry, with ωB97M-V with the def2-TZVPD basis set.

```
54
C26H21F3O4 | OMol25 | ωB97M-V with the def2-TZVPD basis set
C -1.962 -1.729 -3.640
C -2.718 -1.691 -2.322
C -4.146 -2.162 -2.408
O -2.030 -2.521 -1.332
C -0.809 -2.128 -0.808
O -0.168 -2.955 -0.275
C -0.459 -0.623 -0.674
C 0.864 -0.356 -1.334
C 1.213 0.956 -1.781
C 2.546 1.383 -1.792
C 3.571 0.499 -1.455
C 3.269 -0.830 -1.176
C 1.945 -1.268 -1.182
C -0.457 -0.216 1.054
C -1.614 0.528 1.614
C -2.899 -0.053 1.482
C -4.064 0.675 1.702
C -3.994 2.020 2.104
C -2.735 2.584 2.389
C -1.572 1.803 2.244
C 0.880 0.152 1.609
C 1.786 -0.807 2.100
C 3.115 -0.518 2.298
C 3.552 0.771 2.037
C 5.032 1.068 2.074
F 5.386 2.218 1.416
F 5.760 0.070 1.466
F 5.567 1.188 3.326
C 2.673 1.806 1.701
C 1.343 1.462 1.473
C -1.546 0.256 -1.307
O -1.516 1.430 -1.237
O -2.731 -0.328 -1.788
H -0.919 -1.390 -3.551
H -1.987 -2.764 -4.008
H -2.503 -1.095 -4.357
H -4.613 -2.108 -1.445
H -4.681 -1.529 -3.116
H -4.154 -3.184 -2.769
H 0.414 1.656 -2.041
H 2.772 2.428 -2.051
H 4.605 0.849 -1.421
H 4.069 -1.537 -0.930
H 1.717 -2.312 -0.969
H -0.630 -1.327 1.264
H -2.959 -1.085 1.190
H -5.035 0.197 1.544
H -4.908 2.612 2.228
H -2.668 3.642 2.721
H -0.634 2.247 2.583
H 1.459 -1.805 2.247
H 3.837 -1.266 2.621
H 3.036 2.835 1.585
H 0.695 2.247 1.098
```

Summary:
Lowest unoccupied orbital energy   0.0 eV
SMILES string   CC1(C)OC(=O)C(c2ccccc2)([C@H](c2ccccc2)c2ccc(C(F)(F)F)cc2)C(=O)O1
Net charge   0
Energy   -1603.927680 a.u.
Multiplicity   1
Strongest force on any atom   3.73 eV/A

***

Record 3
Computed, not measured: a molecular structure, C7H18AlO4 in a non-equilibrium geometry, with ωB97M-V with the def2-TZVPD basis set.

```
30
C7H18AlO4 | OMol25 | ωB97M-V with the def2-TZVPD basis set
C 1.433 1.275 0.536
O 1.871 2.628 0.544
C 0.967 3.471 -0.156
C -0.293 3.834 0.673
C -1.656 3.388 0.058
Al -2.066 1.389 0.013
H 0.718 1.128 1.348
H 0.987 1.045 -0.432
H 2.293 0.609 0.652
H 0.743 3.096 -1.160
H 1.538 4.397 -0.294
H -0.316 4.932 0.760
H -0.124 3.450 1.683
H -2.454 3.862 0.654
H -1.725 3.849 -0.940
H -2.124 0.695 1.457
H -3.552 1.234 -0.632
H -1.095 0.561 -0.993
C 1.169 -2.292 -1.950
O 0.822 -3.628 -1.576
C 0.408 -3.745 -0.316
O 0.319 -2.864 0.485
O 0.110 -5.030 -0.100
C -0.352 -5.289 1.222
H 1.495 -2.321 -2.988
H 0.309 -1.626 -1.869
H 1.991 -1.923 -1.337
H -1.267 -4.734 1.425
H 0.414 -5.036 1.954
H -0.562 -6.354 1.282
```

Summary:
Energy relative to the best compared isomer or geometry (same formula, charge and spin)   25.7 kJ/mol
Lowest unoccupied orbital energy   2.9 eV
Net charge   -1
Energy   -820.886398 a.u.
Multiplicity   1
Strongest force on any atom   1.20 eV/A

***

Record 4
Computed, not measured: 4 unconnected molecules or ions with the total composition C3H11NO3 in a non-equilibrium geometry, with ωB97M-V with the def2-TZVPD basis set.

```
18
C3H11NO3 | OMol25 | ωB97M-V with the def2-TZVPD basis set
C 0.898 -1.403 -1.783
C 1.647 -0.723 -0.932
N 1.391 0.508 -0.292
C 0.664 1.373 -0.840
H -0.088 -1.065 -2.099
H 1.191 -2.295 -2.322
H 2.627 -1.079 -0.624
H 0.427 2.288 -0.296
H 0.260 1.327 -1.857
O 0.752 0.705 2.612
H 1.194 0.551 1.764
H 0.706 1.660 2.714
O -2.256 -1.084 -0.867
H -2.507 -1.664 -0.134
H -1.357 -0.920 -0.541
O -1.828 0.270 1.600
H -1.348 0.494 2.415
H -2.372 1.057 1.481
```

Summary:
Energy relative to the best compared isomer or geometry (same formula, charge and spin)   246.2 kJ/mol
Lowest unoccupied orbital energy   0.4 eV
SMILES string   C=CN=C.O.O.O
Net charge   0
Energy   -401.319299 a.u.
Multiplicity   1
Strongest force on any atom   1.26 eV/A

***

no.,frontier orbital gap (Eh)
1,0.3234
2,0.3194
3,0.2727
4,0.3718